Formula: C21H31GdO3
Source: the OMol25 dataset
Level of theory: ωB97M-V/def2-TZVPD

expectation value of S²	16.784
E	-1809.90175	Ha
E_LUMO (spin up / spin down)	0.00685 / 0.01501	hartree
multiplicity	8
orbital gap (spin up / spin down)	6.8951 / 5.8199	eV
relative energy (zero: lowest compared OMol25 entry of this formula, charge and spin)	87.7	kcal/mol

Positions of all 56 atoms, in Å:
1 O 0.530 -0.617 -5.649
2 C 0.578 0.712 -6.305
3 C 0.716 0.217 -7.730
4 H 1.413 1.296 -5.910
5 H -0.332 1.291 -6.284
6 C 0.701 -1.154 -7.045
7 H 1.549 0.610 -8.318
8 H -0.217 0.310 -8.288
9 C 1.901 -2.044 -7.409
10 H 2.907 -1.613 -7.533
11 H 1.680 -2.463 -8.413
12 H 1.958 -2.983 -6.831
13 C -0.526 -1.917 -7.456
14 H -1.380 -1.256 -7.480
15 H -0.713 -2.786 -6.820
16 H -0.408 -2.305 -8.471
17 Gd -0.244 -1.314 -1.929
18 C -1.706 -1.209 0.220
19 C -1.166 0.103 0.211
20 C -1.704 0.810 -0.872
21 H -0.559 0.581 0.979
22 C -2.660 -0.056 -1.549
23 C -2.629 -1.330 -0.892
24 H -3.178 -2.210 -1.227
25 H -1.483 -1.965 0.956
26 H -1.344 1.791 -1.195
27 H -3.309 0.195 -2.414
28 C 1.012 -1.857 0.298
29 C 0.651 -3.090 -0.349
30 C 1.409 -3.139 -1.613
31 H 0.019 -3.942 -0.009
32 C 2.165 -1.922 -1.718
33 C 1.907 -1.142 -0.543
34 H 2.497 -0.208 -0.275
35 H 0.676 -1.501 1.271
36 H 1.428 -4.012 -2.293
37 H 2.830 -1.612 -2.537
38 O 0.128 2.824 -2.711
39 C -0.699 2.025 -3.558
40 C -1.389 2.950 -4.636
41 H -1.550 1.871 -2.892
42 H -0.216 1.023 -3.919
43 C -0.620 4.330 -4.491
44 H -2.454 3.161 -4.470
45 H -1.299 2.546 -5.644
46 C 0.310 4.144 -3.225
47 H -1.252 5.210 -4.281
48 H -0.047 4.481 -5.419
49 H 0.027 4.825 -2.393
50 H 1.394 4.264 -3.436
51 C 3.019 2.167 -0.619
52 C 1.795 1.626 -0.018
53 O 1.009 1.968 0.788
54 H 3.052 1.941 -1.706
55 H 3.831 1.631 -0.092
56 H 3.058 3.247 -0.382